(P)
Computed, not measured: 2 unconnected molecules or ions with the total composition C10H16, with wB97M-V/def2-TZVPD.

Last column: Mulliken charge in e.
Element x y z (Å)
1 C -0.0450 4.0486 -0.5571  -0.9330
2 C -0.3380 -1.1277 -0.3749  0.4590
3 H -1.0828 -3.2791 0.5230  0.4328
4 H -0.1660 2.8426 1.3081  0.1128
5 H 0.1844 3.4412 -1.3844  0.3426
6 H -1.8466 -3.6483 -1.0797  0.3397
7 H 3.0077 -0.2140 1.3652  0.3554
8 C 2.0248 -0.3180 0.8194  -0.2216
9 C -0.3128 -0.1435 0.5794  -0.0170
10 H 0.7835 4.5977 -0.1677  0.2960
11 C 2.0829 -1.0966 -0.3434  -0.6505
12 C -1.6826 -1.5960 -0.9100  -0.5001
13 H -1.2409 -1.6627 -2.0612  0.2784
14 C -1.7375 -2.9888 -0.2583  -1.2674
15 H -2.6196 -3.0846 0.2730  0.4339
16 H 0.9209 0.7118 2.2270  0.4256
17 C 0.8423 0.2581 1.2090  -0.5128
18 H 3.1301 -1.4692 -0.6426  0.3278
19 H -1.8129 3.0401 0.3320  0.2631
20 C -0.8196 3.4139 0.6398  -0.6291
21 H -1.2681 0.3867 0.8771  0.3398
22 C 0.9005 -1.6684 -0.7013  -0.1551
23 H -0.8668 4.7504 -1.1018  0.2581
24 H 0.8954 -2.5116 -1.4306  0.3798
25 H -2.5281 -0.9317 -0.9464  0.5254
26 H -0.9814 4.3422 1.2933  0.3164

Values from the calculation:
Total charge: +1
Kohn-Sham gap (alpha / beta): 10.1 / 5.7 eV
<S²>: 0.76
2S+1: 2
LUMO level (alpha / beta): -3.78 / -8.13 eV

(Q)
Computed, not measured: 2 unconnected molecules or ions with the total composition C10H16, with wB97M-V/def2-TZVPD.

Last column: Mulliken charge in e.
Element x y z (Å)
1 H -1.3762 -0.1694 0.4742  0.0699
2 H 0.5616 -0.2790 2.1910  0.2498
3 H -0.4204 1.6705 -2.6711  0.4819
4 C -1.3668 0.3779 1.4410  0.5411
5 H -0.5776 -0.6792 -2.7172  0.4130
6 H -0.7441 1.1923 1.0046  -0.0421
7 C 0.1433 1.1612 -1.9029  -0.4931
8 H 2.1241 -1.1029 0.6663  0.5196
9 C -2.6887 0.9961 1.8262  -1.3351
10 H 1.3318 2.7358 -1.0290  0.4452
11 H -3.2838 0.3826 2.5064  0.3445
12 C -0.4803 -0.3250 2.4599  -1.1223
13 C 1.7335 0.8498 -0.1157  -0.0050
14 C 1.0306 1.6967 -1.0309  -0.5396
15 C 1.6051 -0.5454 -0.0963  -0.6193
16 H 2.4611 1.2814 0.5620  0.4003
17 H -0.4213 -2.7245 -1.6588  0.3873
18 C -0.0318 -0.2522 -1.8839  -0.5566
19 H 1.2872 -3.0415 -1.3558  0.4141
20 H -2.5022 1.9251 2.3696  0.3176
21 H -0.6922 0.0216 3.4715  0.3885
22 H -0.7270 -1.3946 2.5291  0.2785
23 H -3.2971 1.2076 0.9560  0.3862
24 H 0.2395 -2.9569 0.0261  0.3373
25 C 0.7230 -1.0779 -1.0299  1.1663
26 C 0.3871 -2.5376 -0.9563  -1.4279

Values from the calculation:
Total charge: +1
Kohn-Sham gap (alpha / beta): 9.8 / 5.7 eV
<S²>: 0.77
2S+1: 2
LUMO level (alpha / beta): -4.24 / -8.30 eV

It is (Q) that is most stable; the runner-up trails by 0.0696 hartree.

(P)
Computed, not measured: 4 unconnected molecules or ions with the total composition C4H12N4O8, with wB97M-V/def2-TZVPD.

Last column: Mulliken charge in e.
Element x y z (Å)
1 O -2.3436 0.5499 -1.1932  -0.4465
2 H 1.8739 -0.6007 -1.2728  0.3029
3 H 4.6518 -1.4715 0.4854  0.2486
4 H -3.4669 0.7335 -4.1529  0.3196
5 H -2.7113 -0.8887 1.1767  0.2583
6 O 4.5734 0.6371 2.2905  -0.5251
7 H 5.3936 -0.2014 -0.6033  0.2769
8 O -2.4932 -0.1860 3.9768  -0.5667
9 C 5.2245 -0.5498 0.4060  -0.6765
10 H -2.8195 2.1612 -3.2927  0.2868
11 N 0.9550 -1.1939 0.4980  0.9150
12 O 3.5739 1.0721 0.4342  -0.5225
13 H -4.1556 -0.7339 2.3273  0.3208
14 H 6.1409 -0.6707 0.9731  0.3036
15 N -3.1366 0.4481 -2.1091  0.8215
16 H -1.7488 0.7854 -3.6209  0.2650
17 N -2.4027 0.2764 2.8557  0.9235
18 C -3.3274 -0.2631 1.8192  -0.6556
19 C -2.7697 1.0821 -3.4018  -0.7132
20 O -0.0971 -1.2725 1.0862  -0.5273
21 H 1.1010 0.6975 -0.3116  0.3002
22 H 0.0631 -0.3735 -1.2285  0.2009
23 O -4.2052 -0.1222 -2.0464  -0.5314
24 C 1.0060 -0.3181 -0.6955  -0.6580
25 N 4.3990 0.4841 1.1030  0.8969
26 H -3.6392 0.5591 1.1827  0.2485
27 O 1.9806 -1.7794 0.7974  -0.5432
28 O -1.6199 1.1387 2.5166  -0.5229

Values from the calculation:
Kohn-Sham gap: 10.3 eV
LUMO level: -0.25 eV
Structure (SMILES): C[N+](=O)[O-].C[N+](=O)[O-].C[N+](=O)[O-].C[N+](=O)[O-]

(Q)
Computed, not measured: 4 unconnected molecules or ions with the total composition C4H12N4O8, with wB97M-V/def2-TZVPD.

Last column: Mulliken charge in e.
Element x y z (Å)
1 O 0.0852 0.3644 4.0179  -0.4937
2 H -2.0067 -0.9605 0.6453  0.2764
3 O 1.7917 1.2436 -6.7733  -0.5229
4 O 0.2705 -1.0578 -0.5814  -0.5282
5 N -2.6349 -2.3990 2.0088  0.8770
6 H 2.2823 1.3511 -0.3579  0.3233
7 N 2.0840 0.0709 -6.7915  0.8900
8 H -2.1672 1.8625 5.1114  0.2884
9 C 1.4285 0.8129 0.0348  -0.8218
10 H -0.7919 2.8755 5.5778  0.2967
11 H -2.0166 -0.3355 2.2678  0.2100
12 O -3.1566 -2.4377 3.1027  -0.5502
13 O -0.1708 2.3207 3.2032  -0.5151
14 H 2.1969 -1.6316 -5.5355  0.2987
15 O -2.7181 -3.2694 1.1742  -0.5337
16 H 1.7743 0.1853 0.8557  0.3046
17 H 0.5889 -1.2275 -6.0932  0.2719
18 N 0.7434 -0.0175 -0.9970  0.9344
19 C -1.8169 -1.2277 1.6821  -0.5722
20 O 0.7598 0.3590 -2.1395  -0.5393
21 N -0.3737 1.4834 4.0532  0.8783
22 H -0.8502 1.1415 6.0385  0.3158
23 H 0.6597 1.3950 0.5461  0.3171
24 C 1.5295 -0.8043 -5.7438  -0.6725
25 H 1.3857 -0.1539 -4.8875  0.2621
26 C -1.0920 1.8765 5.2796  -0.7514
27 H -0.7584 -1.4469 1.7914  0.2805
28 O 2.9735 -0.3730 -7.4898  -0.5241

Values from the calculation:
Kohn-Sham gap: 10.5 eV
LUMO level: -0.42 eV
Structure (SMILES): C[N+](=O)[O-].C[N+](=O)[O-].C[N+](=O)[O-].C[N+](=O)[O-]

(R)
Computed, not measured: a molecular structure, C4H12N4O8, with wB97M-V/def2-TZVPD.

Last column: Mulliken charge in e.
Element x y z (Å)
1 C -2.0714 2.1139 3.1102  -0.7398
2 H -1.7525 1.2419 3.6813  0.2573
3 O 1.0038 -0.5788 -1.3416  -0.4500
4 N -0.8582 -0.1870 1.2914  1.0165
5 O 1.6396 1.3105 -0.7422  -0.4730
6 C 0.2635 -0.3805 0.2975  -0.7362
7 N -0.8961 -2.9576 -1.8185  0.8279
8 C 0.5746 -2.7702 -2.0981  -0.6998
9 O -0.9617 -1.0392 2.1216  -0.6103
10 H 0.7717 -2.3082 -3.0655  0.2260
11 N -1.7013 3.2877 3.9074  0.8710
12 H 1.1409 -2.1980 -1.3633  0.3890
13 H -1.5747 2.0807 2.1405  0.3755
14 O -0.5607 3.5596 4.1839  -0.5386
15 O -1.4401 -1.9068 -1.4692  -0.4526
16 O -2.6599 4.0245 4.2707  -0.5405
17 O -1.3986 -4.1142 -2.0228  -0.5350
18 H 0.1157 -1.2772 -0.3044  0.2068
19 H 1.1208 -3.7110 -2.0300  0.3890
20 H 1.8320 0.9674 -3.4478  0.3311
21 C 2.5303 0.5837 -2.7040  -0.8333
22 H 0.1849 0.5337 -0.2908  0.3328
23 H 3.3838 1.1982 -2.4175  0.3099
24 N 1.7326 0.4231 -1.4476  0.7922
25 H -3.0740 2.1238 2.6827  0.3459
26 H 1.2167 -0.5251 0.8061  0.3093
27 O -1.5130 0.8132 1.2381  -0.6708
28 H 2.9514 -0.3080 -3.1683  0.2996

Values from the calculation:
Kohn-Sham gap: 8.5 eV
LUMO level: -1.27 eV

It is (P) that is most stable; the runner-up trails by 0.0149 hartree.